1.
Here is a molecular structure, C23H40NO3P2Pr in a non-equilibrium geometry from OMol25. Energies are from ωB97M-V/def2-TZVPD.

Values from the calculation:
HOMO level (spin up / spin down), eV: -11.965 / -12.008
Multiplicity: 3
Kohn-Sham gap (spin up / spin down), eV: 5.246 / 5.429
Total charge: +2
E_LUMO (spin up / spin down), eV: -6.72 / -6.58

Structure (XYZ):
```
70
C23H40NO3P2Pr, DFT ωB97M-V/def2-TZVPD
Pr -1.154 0.339 0.388
P 0.275 2.693 1.484
C -0.927 3.708 0.702
C -1.340 3.551 -0.717
N -1.351 2.259 -1.250
C -1.468 2.254 -2.618
C -1.485 3.422 -3.372
C -1.480 4.711 -2.783
C -1.476 4.747 -1.445
C -1.455 0.905 -3.352
P -1.935 -0.606 -2.592
H -1.482 5.642 -0.907
H -1.482 3.320 -4.486
H -1.497 5.572 -3.380
H -2.167 0.885 -4.220
H -0.434 0.714 -3.777
H -2.823 2.766 1.659
H -1.424 4.567 1.309
H -4.401 -0.282 0.721
O -2.658 1.901 2.080
H -3.684 1.943 2.252
H -2.006 -0.299 -1.336
O -3.863 -1.087 0.545
H -3.478 -1.483 1.427
C -3.669 -0.833 -2.894
H -3.762 -0.879 -3.982
H -3.971 -1.744 -2.361
H -4.212 0.017 -2.460
C -1.034 -1.954 -3.245
H -0.950 -2.847 -2.602
H -1.635 -2.218 -4.138
H -0.030 -1.633 -3.580
C 1.622 3.752 0.758
H 1.680 4.704 1.306
H 2.568 3.219 0.808
H 1.379 3.964 -0.291
C 0.245 3.259 3.261
H 0.935 2.638 3.838
H 0.571 4.300 3.362
H -0.748 3.135 3.702
C -0.809 -4.647 1.754
C -0.178 -3.397 2.365
C -0.034 -3.548 3.880
C 1.169 -3.086 1.714
C 2.208 -3.994 1.783
C 3.459 -3.750 1.225
C 3.682 -2.535 0.589
C 2.687 -1.575 0.502
C 2.952 -0.244 -0.212
C 4.267 0.398 0.242
C 2.966 -0.431 -1.726
C 1.406 -1.887 1.008
O 0.409 -1.060 0.776
H -0.209 -5.541 1.972
H -0.903 -4.542 0.666
H -1.810 -4.806 2.171
H -0.841 -2.545 2.167
H 0.570 -4.429 4.138
H 0.438 -2.661 4.319
H -1.017 -3.671 4.347
H 2.034 -4.934 2.301
H 4.250 -4.498 1.283
H 4.659 -2.333 0.146
H 2.148 0.462 0.039
H 5.126 -0.216 -0.056
H 4.383 1.399 -0.198
H 4.278 0.502 1.333
H 2.027 -0.876 -2.076
H 3.105 0.526 -2.246
H 3.784 -1.103 -2.019
```

***

2.
Here is a molecular structure, C24H30N6O in a non-equilibrium geometry from OMol25. Energies are from ωB97M-V/def2-TZVPD.

Values from the calculation:
HOMO level, eV: -7.560
Kohn-Sham gap, eV: 7.841
E_LUMO, eV: 0.28

Structure (XYZ):
```
61
C24H30N6O, DFT ωB97M-V/def2-TZVPD
C -6.387 -1.150 -1.277
C -5.233 -0.777 -0.330
C -4.102 0.146 -0.979
C -3.127 0.465 0.023
N -2.015 -0.572 -0.046
C -0.959 -0.085 -0.452
O -0.938 0.961 -0.914
C 0.282 -0.831 -0.603
C 1.369 -0.608 -1.375
N 2.373 -1.620 -0.911
C 3.540 -1.610 -1.307
C 4.209 -2.717 -0.855
C 3.771 -3.785 0.162
C 2.496 -3.278 0.742
C 1.733 -2.342 -0.017
N 0.452 -1.932 0.481
H 2.044 -4.102 1.539
H 4.300 -4.445 0.798
H 5.427 -2.897 -1.146
H 3.954 -1.118 -1.983
C 1.660 0.314 -2.477
N 2.712 1.315 -1.952
H 3.208 1.162 -1.125
C 2.461 2.679 -2.062
C 1.581 3.390 -1.415
H 1.403 4.257 -1.487
H 0.676 2.446 -1.124
C 2.259 3.446 0.187
N 2.111 1.993 1.032
C 1.221 1.482 1.750
C -0.081 2.105 1.916
C -0.907 1.189 2.655
C -0.387 0.036 3.325
C 0.817 -0.606 3.007
C 1.628 0.226 2.208
C 3.008 0.378 1.708
N 3.279 1.217 0.744
H 3.682 -0.590 2.075
H 1.172 -1.375 3.441
H -1.195 -0.450 4.033
H -1.794 1.467 3.188
H -0.592 2.996 1.793
H 1.596 3.977 0.863
H 3.223 3.439 0.165
H 3.375 3.224 -2.279
H 2.239 2.717 -3.238
H 2.045 -0.368 -3.247
H 0.925 0.734 -2.553
C -2.223 -1.568 0.658
H -2.926 -2.281 0.158
H -2.809 -1.448 1.620
H -1.268 -2.058 0.971
H -3.425 0.637 0.953
H -2.724 1.390 -0.146
H -4.583 0.877 -1.291
H -3.741 -0.419 -1.542
H -5.882 -0.241 0.396
H -5.067 -1.668 0.182
H -7.210 -1.628 -0.880
H -6.724 -0.272 -1.522
H -5.930 -1.823 -2.239
```

***

3.
Here is a single CH6NPS molecule in a non-equilibrium geometry from OMol25. Energies are from ωB97M-V/def2-TZVPD.

Values from the calculation:
HOMO level, eV: -8.911
Kohn-Sham gap, eV: 9.845
E_LUMO, eV: 0.93

Structure (XYZ):
```
10
CH6NPS, DFT ωB97M-V/def2-TZVPD
C -0.959 -1.208 -0.279
N 0.542 1.355 0.750
P 1.497 0.454 -0.372
S 0.817 -1.583 -0.004
H -1.479 -1.684 -1.134
H -1.594 -1.445 0.705
H -1.098 -0.133 -0.446
H 0.992 1.214 1.691
H 0.478 0.728 -1.279
H 0.804 2.302 0.368
```

***

4.
Here is a single C4H8NOS molecule in a non-equilibrium geometry from OMol25. Energies are from ωB97M-V/def2-TZVPD.

Values from the calculation:
HOMO level (spin up / spin down), eV: -9.493 / -9.357
Multiplicity: 2
Kohn-Sham gap (spin up / spin down), eV: 10.251 / 6.886
E_LUMO (spin up / spin down), eV: 0.76 / -2.47

Structure (XYZ):
```
15
C4H8NOS, DFT ωB97M-V/def2-TZVPD
C -0.201 -0.927 -1.187
C -1.549 -0.160 -0.845
S -1.603 1.643 -1.178
C 0.986 -0.594 -0.344
N 1.021 0.677 0.260
C 0.878 0.696 1.721
O 1.867 -1.389 -0.125
H -0.182 -0.612 -2.232
H -0.345 -1.998 -1.138
H -1.732 -0.244 0.249
H -2.419 -0.588 -1.413
H 0.537 1.419 -0.224
H 1.616 1.349 2.203
H -0.112 0.962 2.096
H 1.236 -0.233 2.158
```

***

The evaluated relative energy (zero: lowest compared OMol25 entry of this formula, charge and spin) for the records listed, in turn: 421.1, 2373.4, 84.4, 68.0 kJ/mol.